C36H28Cl5N6O2ReS2Te as an isolated structure. Source: the OMol25 dataset; level of theory: ωB97M-V/def2-TZVPD.

* energy above the lowest of the compared OMol25 structures with the same formula, charge and spin: 0.00 kJ/mol
* ⟨S²⟩: 3.936
* LUMO energy (alpha / beta): -4.015 / -4.443 eV
* HOMO-LUMO gap (alpha / beta): 6.28 / 6.05 eV
* molar mass: 1131.87 g/mol

```
! RIJCOSX wB97M-V def2-TZVPD def2/J DEFGRID3
* xyz 1 4
Re 0.32 -0.29 -0.32
Te 2.75 -0.82 -1.47
Cl 3.49 2.68 4.86
Cl 4.47 -0.07 3.85
Cl 3.08 -1.50 1.60
Cl 0.98 3.97 3.63
Cl -0.61 2.59 1.48
S 1.09 2.51 -1.97
S 0.14 -2.31 0.89
O 2.34 1.89 -1.60
O 0.83 2.77 -3.37
N -2.61 -4.79 -0.29
N -1.33 -2.65 -1.39
N -0.06 1.49 -1.38
N -0.75 -1.62 -1.82
N -1.74 0.17 0.17
N -1.67 -4.15 0.35
C 0.33 6.32 -0.91
C 0.85 1.80 2.00
C 0.98 6.40 0.31
C -3.47 -4.42 -1.37
C -2.30 1.08 -0.69
C 3.09 0.65 3.12
C -1.74 -2.35 -3.98
C 2.42 0.04 2.07
C -3.39 2.81 -2.54
C -3.68 1.34 -0.68
C 1.68 4.11 0.12
C 1.52 2.45 3.03
C -4.23 2.23 -1.63
C 1.66 5.30 0.82
C 2.66 1.88 3.59
C 2.65 -2.93 -1.67
C 1.00 4.03 -1.09
C -4.06 -3.17 -1.46
C -0.69 -0.10 -5.22
C -5.24 -3.88 -3.44
C -2.00 2.58 -2.52
C -3.79 -5.42 -2.28
C -0.99 -1.43 -3.24
C 2.67 -0.54 -3.57
C -4.45 0.70 0.31
C -0.47 -0.31 -3.87
C -4.68 -5.14 -3.32
C -1.10 -3.05 -0.12
C 1.29 0.59 1.41
C -1.96 -2.13 -5.32
C -2.49 -0.41 1.09
C -3.86 -0.15 1.21
C 0.34 5.13 -1.63
C -4.93 -2.90 -2.50
C -1.44 -1.01 -5.96
C -1.43 1.77 -1.58
H -0.17 7.19 -1.32
H 3.69 -0.71 -3.92
H 2.18 5.38 1.77
H -0.27 0.78 -5.69
H -5.52 0.89 0.36
H 1.83 -3.17 -2.34
H 1.99 -1.25 -4.02
H -1.38 3.04 -3.28
H -2.78 -5.70 0.12
H -5.92 -3.66 -4.25
H -2.15 -3.22 -3.50
H -3.80 3.48 -3.30
H 2.48 -3.38 -0.70
H -4.42 -0.63 1.99
H -3.84 -2.40 -0.73
H 2.38 0.49 -3.80
H 0.12 0.40 -3.32
H -1.61 -0.84 -7.01
H -1.99 -1.08 1.77
H -5.29 2.43 -1.63
H -0.11 5.08 -2.61
H -4.92 -5.91 -4.04
H 2.22 3.25 0.50
H 3.59 -3.27 -2.10
H 0.98 7.33 0.86
H -5.38 -1.91 -2.57
H -3.34 -6.40 -2.19
H -2.53 -2.85 -5.89
*
```